1.
C5H39NO14 | wB97M-V/def2-TZVPD

Element x y z (Å)
H1 -3.403 0.498 1.719
H2 -3.831 -1.498 -0.008
C1 -0.476 2.452 -0.346
H3 1.110 -5.030 -0.607
O1 -1.657 3.265 3.807
H4 1.100 3.592 1.119
H5 0.269 -2.187 3.125
H6 -1.282 0.238 -1.416
H7 0.382 -4.103 0.805
H8 -1.440 2.097 -0.272
H9 3.576 1.762 0.856
H10 -2.806 3.419 2.394
C2 1.361 1.284 -1.309
C3 -0.138 3.147 -1.592
H11 5.095 1.315 0.479
H12 2.629 -1.827 -0.054
H13 0.620 2.062 -3.290
H14 -0.803 3.521 -2.388
O2 4.296 1.127 0.929
H15 -0.949 -2.916 -3.509
H16 -0.708 0.156 -3.674
O3 -3.335 -0.661 0.276
H17 0.352 -2.360 -3.793
C4 1.098 2.452 -2.307
H18 -0.632 -0.280 -5.163
H19 -1.516 2.340 3.592
O4 1.309 -4.436 -1.327
H20 -0.979 -0.198 0.412
H21 -3.020 -1.109 -2.107
H22 2.378 -3.004 -0.886
H23 1.431 -0.648 1.835
H24 -3.087 -1.617 -3.496
H25 -2.566 2.593 1.323
O5 -2.727 3.569 1.398
O6 -0.018 -3.034 -3.312
H26 0.961 -4.060 2.203
H27 0.241 4.200 -1.411
H28 2.998 -0.524 1.836
O7 0.569 -4.573 1.628
H29 -2.360 -0.412 2.434
H30 0.173 4.765 1.210
O8 0.721 4.248 1.739
C5 -0.543 -0.012 -0.582
O9 -3.055 -1.983 -2.559
H31 0.797 -4.242 -2.071
H32 1.685 0.404 -1.789
O10 -0.847 -0.581 -4.294
O11 0.982 -2.749 3.467
O12 2.179 -0.772 2.305
H33 -0.663 3.554 3.641
O13 -2.666 0.536 2.321
H34 1.892 3.132 -2.525
H35 -2.841 -0.519 -0.521
O14 3.101 -2.521 -0.562
N1 0.375 1.132 -0.290
H36 -0.070 -0.894 -0.837
H37 2.413 1.703 -0.882
H38 -0.180 2.945 0.680
H39 1.782 -2.225 3.349

Output
Energy above the lowest of the compared OMol25 structures with the same formula, charge and spin ... 5.816 eV
HOMO level (alpha / beta) ... -13.10 / -13.10 eV
Frontier orbital gap (alpha / beta) ... 9.2 / 4.4 eV
2S+1 ... 2
Net charge ... +1

---

2.
C5H3AuF5N2O5Te | wB97M-V/def2-TZVPD

Element x y z (Å)
Te1 2.971 -0.336 -0.133
F1 4.316 -1.216 0.869
N1 0.204 -0.221 0.024
O1 -4.015 1.026 -0.290
Au1 1.953 2.196 -0.017
H1 0.496 -2.130 0.565
C1 -2.041 -0.263 0.243
O2 -1.997 2.351 -1.034
N2 -0.209 -1.422 0.431
O3 -4.215 -0.808 0.936
H2 -2.048 -2.378 0.911
C2 -1.534 -1.490 0.584
C3 -0.895 0.515 -0.099
O4 0.041 2.772 -0.347
O5 3.760 1.319 0.223
F2 4.302 -0.742 -1.407
F3 2.200 -0.501 1.562
C4 -0.937 1.966 -0.535
F4 2.096 -0.100 -1.766
C5 -3.516 -0.025 0.332
H3 -3.270 1.569 -0.680
F5 2.337 -2.079 -0.374

Output
Energy above the lowest of the compared OMol25 structures with the same formula, charge and spin ... 0.239 eV
HOMO level ... -7.24 eV
Frontier orbital gap ... 9.0 eV
Net charge ... -1

---

3.
C5H3Br3N2 | wB97M-V/def2-TZVPD

Element x y z (Å)
C1 -2.007 0.547 0.146
C2 -2.844 -0.427 -0.096
C3 1.859 -0.027 -0.201
C4 -0.001 1.483 0.033
Br1 -2.940 -1.887 1.122
H1 1.352 -1.578 1.079
Br2 -3.447 -0.805 -1.922
H2 3.173 -1.746 0.332
N1 0.609 0.408 -0.054
N2 -1.312 1.575 0.284
H3 2.624 0.371 -0.866
Br3 0.713 3.291 -0.189
C5 2.220 -1.207 0.333

Output
Structure (SMILES) ... C=C/N=C(\Br)N=C=C(Br)Br
Energy above the lowest of the compared OMol25 structures with the same formula, charge and spin ... 2.056 eV
HOMO level ... -9.37 eV
Frontier orbital gap ... 8.0 eV
Net charge ... 0

---

4.
C5H3ClF4O5S | wB97M-V/def2-TZVPD

Element x y z (Å)
O1 0.363 0.934 0.580
S1 2.132 -0.449 -0.718
O2 2.337 -0.776 -2.085
C1 -0.655 0.927 1.494
F1 2.719 0.990 -0.504
O3 -1.619 -1.174 -3.010
H1 -0.615 1.434 -1.611
F2 0.661 -0.768 2.559
C2 -0.337 0.381 -1.730
O4 2.598 -1.261 0.347
C3 0.367 -0.060 -0.441
C4 -0.441 -0.037 2.689
O5 -1.590 1.643 1.447
F3 -1.483 -0.870 2.772
Cl1 -2.847 -0.391 -0.886
C5 -1.540 -0.468 -2.065
F4 -0.359 0.664 3.814
H2 0.327 0.294 -2.593
H3 -0.018 -1.014 -0.059

Output
Structure (SMILES) ... O=C(Cl)C[C@H](OC(=O)C(F)(F)F)S(=O)(=O)F
HOMO level ... -11.55 eV
Frontier orbital gap ... 11.4 eV
Net charge ... 0

---

5.
C5H3CuNO3 | wB97M-V/def2-TZVPD

Element x y z (Å)
O1 0.000 3.933 -2.907
C1 -1.763 -1.293 -2.139
O2 -2.766 -1.574 -2.682
C2 0.000 2.882 -2.523
C3 0.002 -0.049 1.753
H1 -0.922 -0.522 3.609
C4 0.003 0.004 3.206
N1 -0.001 -0.175 0.583
O3 2.762 -1.576 -2.680
C5 1.758 -1.293 -2.138
H2 0.926 -0.523 3.609
Cu1 -0.003 -0.891 -1.266
H3 0.003 1.077 3.574

Output
HOMO level (alpha / beta) ... -19.46 / -19.46 eV
Frontier orbital gap (alpha / beta) ... 9.4 / 5.2 eV
2S+1 ... 2
Net charge ... +2

---

6.
C5H3F | wB97M-V/def2-TZVPD

Element x y z (Å)
C1 0.963 -0.450 -0.599
C2 -0.841 0.666 0.711
H1 1.367 -1.527 -2.556
F1 0.702 -0.865 1.646
H2 1.123 1.057 1.055
H3 -3.006 1.028 0.140
C3 1.121 -0.989 -1.646
C4 0.552 0.138 0.811
C5 -1.980 0.942 0.437

Output
Structure (SMILES) ... C#CC(F)C#C
Energy above the lowest of the compared OMol25 structures with the same formula, charge and spin ... 0.899 eV
HOMO level ... -10.44 eV
Frontier orbital gap ... 11.4 eV
Net charge ... 0

---

7.
C5H3F2N | wB97M-V/def2-TZVPD

Element x y z (Å)
C1 1.413 -0.203 0.022
F1 2.722 -0.244 -0.022
H1 -1.149 1.967 0.027
C2 -1.257 -0.199 0.054
N1 0.841 -1.413 -0.022
C3 0.782 1.049 -0.015
H2 -1.022 -2.330 -0.039
H3 1.338 1.943 -0.008
F2 -2.572 -0.225 -0.048
C4 -0.515 -1.379 0.042
C5 -0.582 1.036 0.009

Output
Structure (SMILES) ... Fc1ccc(F)nc1
Energy above the lowest of the compared OMol25 structures with the same formula, charge and spin ... 0.000 eV
HOMO level ... -9.53 eV
Frontier orbital gap ... 10.1 eV
Net charge ... 0

---

8.
C5H3F3 | wB97M-V/def2-TZVPD

Element x y z (Å)
F1 1.968 1.141 1.008
C1 0.983 0.537 0.374
C2 -0.342 0.224 1.073
C3 -0.375 -0.542 -1.141
F2 1.889 0.153 -1.793
C4 -1.092 -0.459 -0.048
F3 -2.345 -0.897 0.180
C5 0.931 0.082 -0.867
H1 -0.140 -0.456 1.914
H2 -0.680 -0.970 -2.135
H3 -0.797 1.188 1.435

Output
Structure (SMILES) ... FC1=CC(F)=C(F)C1
Energy above the lowest of the compared OMol25 structures with the same formula, charge and spin ... 0.000 eV
HOMO level ... -8.83 eV
Frontier orbital gap ... 9.7 eV
Net charge ... 0

---

How do the records compare in M? In the order shown, they have 337.4, 590.6, 330.8, 286.6, 188.6, 82.1, 115.1, 120.1 g/mol.